Entry 1:
Formula: C17H20CoN8S
Source: the Open Molecules 2025 dataset
Level of theory: ωB97M-V with the def2-TZVPD basis set

Each line ends with the Mulliken charge.
Element x y z (Å)
Co: -0.100 0.528 0.372  0.104
N: 0.788 -0.114 7.294  -0.288
C: -0.006 -0.869 6.520  0.207
S: -0.941 -2.077 7.087  -0.318
C: 0.027 -0.533 5.044  1.428
C: -0.901 -1.126 4.193  -0.701
C: -0.898 -0.826 2.851  -0.340
N: -0.014 0.028 2.298  -0.040
C: 0.905 0.575 3.107  -0.494
C: 0.953 0.332 4.465  -0.938
H: 0.809 -0.309 8.283  0.221
H: 1.346 0.650 6.959  0.133
H: -1.617 -1.825 4.603  0.410
H: -1.614 -1.284 2.182  0.519
H: 1.632 1.232 2.649  0.335
H: 1.742 0.812 5.025  0.302
N: -1.686 4.710 -2.559  -0.383
C: -0.865 4.229 -1.612  0.554
C: -0.877 2.865 -1.243  -0.076
N: -0.052 2.411 -0.308  -0.030
C: 0.795 3.274 0.278  -0.084
C: 0.775 4.610 -0.084  -0.471
N: -0.040 5.089 -1.007  -0.533
H: -2.276 4.115 -3.112  0.205
H: -1.604 5.681 -2.814  0.258
H: -1.544 2.156 -1.716  0.340
H: 1.477 2.897 1.026  0.239
H: 1.445 5.314 0.395  0.386
N: 1.837 0.127 -0.038  -0.529
H: 2.400 0.940 -0.280  0.315
H: 1.891 -0.494 -0.845  0.318
H: 2.328 -0.350 0.715  0.316
N: -4.187 0.678 0.604  -0.024
C: -2.956 1.128 0.872  -0.606
N: -2.027 0.398 0.285  0.111
C: -2.706 -0.607 -0.416  1.010
C: -2.220 -1.653 -1.202  -0.731
C: -3.151 -2.495 -1.768  -0.822
C: -4.531 -2.310 -1.564  -0.530
C: -5.021 -1.282 -0.789  -1.011
C: -4.073 -0.435 -0.219  0.889
H: -5.041 1.083 0.955  0.238
H: -2.766 1.983 1.501  0.461
H: -1.160 -1.807 -1.367  0.331
H: -2.819 -3.319 -2.384  0.430
H: -5.224 -2.997 -2.029  0.426
H: -6.082 -1.146 -0.634  0.461

Net charge: +2
Orbital gap (spin up / spin down): 6.52 / 7.00 eV
2S+1: 2
LUMO energy (spin up / spin down): -6.835 / -6.358 eV

***

Entry 2:
Formula: C17H20F3N2
Source: the Open Molecules 2025 dataset
Level of theory: ωB97M-V with the def2-TZVPD basis set

Each line ends with the Mulliken charge.
Element x y z (Å)
F: -3.677 1.634 -4.347  -0.246
C: -2.459 2.256 -4.427  0.800
F: -1.848 1.779 -5.552  -0.250
F: -2.715 3.586 -4.653  -0.226
C: -1.638 2.050 -3.190  0.431
C: -0.256 1.889 -3.281  -0.938
C: 0.468 1.678 -2.127  -0.580
C: -0.148 1.628 -0.837  1.025
C: 0.690 1.323 0.266  -0.096
C: 0.374 1.160 1.637  1.009
C: 1.473 1.061 2.549  -0.415
C: 1.281 0.927 3.912  -0.802
C: -0.019 0.896 4.442  -0.266
C: -1.117 0.973 3.575  -0.975
C: -0.934 1.064 2.201  -0.071
C: -1.544 1.903 -0.796  -0.386
C: -2.278 2.066 -1.956  -1.039
H: 0.236 1.925 -4.249  0.458
H: 1.548 1.544 -2.194  0.401
H: 1.755 1.271 0.022  0.273
H: 2.479 1.099 2.128  0.385
H: 2.143 0.848 4.579  0.412
H: -0.175 0.809 5.519  0.428
H: -2.133 0.952 3.977  0.411
H: -1.808 1.038 1.559  0.328
H: -2.068 2.003 0.146  0.399
H: -3.353 2.214 -1.901  0.456
C: 0.306 -1.884 -1.497  -0.547
N: 0.797 -3.012 -0.718  -0.626
N: 1.198 -2.663 0.597  0.452
C: 0.432 -3.378 1.608  -1.109
C: 2.631 -2.831 0.753  -0.949
H: 0.035 -2.275 -2.483  0.401
H: -0.579 -1.411 -1.040  0.222
H: 1.097 -1.134 -1.595  0.046
H: 0.109 -3.761 -0.657  0.287
H: 0.753 -2.982 2.579  0.317
H: -0.638 -3.177 1.460  0.346
H: 0.595 -4.471 1.597  0.344
H: 2.896 -2.466 1.753  0.337
H: 2.952 -3.887 0.663  0.309
H: 3.139 -2.247 -0.023  0.245

Net charge: +1
Orbital gap: 4.39 eV
2S+1: 1
LUMO energy: -6.305 eV

***

Entry 3:
Formula: C17H20FNO
Source: the Open Molecules 2025 dataset
Level of theory: ωB97M-V with the def2-TZVPD basis set

Each line ends with the Mulliken charge.
Element x y z (Å)
C: -4.186 3.257 1.796  -0.925
O: -3.209 3.027 2.594  -0.421
C: -2.266 1.931 2.216  0.619
C: -2.237 1.300 1.053  -0.397
C: -1.462 0.052 0.745  -0.567
C: -0.422 -0.403 1.660  0.732
C: 0.462 -1.305 1.056  -1.014
C: 1.967 -0.780 1.008  -0.284
C: 2.172 0.088 -0.002  -0.220
C: 1.987 1.603 0.490  -1.254
N: 1.113 0.169 -1.191  -0.366
C: 1.112 -1.112 -2.024  0.923
C: 0.015 -0.943 -3.081  -0.696
C: -0.085 -2.335 -3.786  -1.132
C: 0.908 -3.125 -3.975  -0.422
C: 2.043 -3.121 -3.166  0.309
F: 3.164 -3.944 -3.183  -0.271
C: 2.278 -1.872 -2.228  -0.687
C: -0.346 0.586 2.671  -0.970
C: -1.204 1.576 2.962  -0.711
H: -4.917 2.573 1.689  0.431
H: -3.801 3.614 0.717  0.239
H: -4.694 3.980 2.123  0.427
H: -3.316 1.169 0.397  0.135
H: -1.637 -0.278 -0.276  0.501
H: 0.591 -1.963 2.114  0.355
H: 0.025 -1.849 0.290  0.499
H: 2.506 -1.916 0.868  0.268
H: 2.361 -0.494 2.151  0.341
H: 3.239 0.122 -0.497  0.332
H: 2.902 1.772 1.320  0.329
H: 2.289 2.289 -0.295  0.478
H: 0.864 1.783 0.820  0.117
H: 0.279 0.589 -1.109  0.384
H: -0.809 -0.374 -2.743  0.416
H: -0.752 -2.234 -4.298  0.814
H: 0.840 -3.833 -4.732  0.414
H: 3.092 -1.904 -1.476  0.276
H: 0.267 0.190 3.295  0.819
H: -1.134 2.114 4.023  0.180

SMILES: COc1ccc(CC[C@H](C)Nc2cccc(F)c2)cc1
Orbital gap: 8.53 eV
2S+1: 1
LUMO energy: 0.230 eV

***

Entry 4:
Formula: C17H20IN5O3Sn
Source: the Open Molecules 2025 dataset
Level of theory: ωB97M-V with the def2-TZVPD basis set

Each line ends with the Mulliken charge.
Element x y z (Å)
Sn: 0.296 -0.218 -1.473  0.765
C: 4.418 -0.948 0.347  -1.504
C: 3.147 -0.197 0.039  1.202
O: 2.244 -0.895 -0.563  -0.748
C: 3.041 1.114 0.421  -1.095
C: 1.891 1.952 0.335  0.879
C: 1.980 3.304 0.983  -1.248
N: 0.777 1.592 -0.243  0.225
N: -0.253 2.534 -0.158  -0.713
C: -1.408 2.048 -0.475  0.587
O: -1.622 0.821 -0.858  -1.030
C: -2.585 2.958 -0.394  0.520
C: -3.819 2.523 -0.864  -0.374
C: -4.928 3.356 -0.792  -0.698
C: -4.810 4.626 -0.250  -0.348
C: -3.577 5.064 0.220  -0.646
C: -2.470 4.236 0.149  -0.259
H: 4.196 -1.762 1.041  0.315
H: 5.177 -0.309 0.791  0.356
H: 4.815 -1.389 -0.569  0.334
H: 3.901 1.548 0.909  0.132
H: 2.985 3.483 1.356  0.355
H: 1.268 3.369 1.807  0.300
H: 1.698 4.079 0.272  0.326
H: -3.897 1.535 -1.296  0.404
H: -5.885 3.012 -1.164  0.384
H: -5.674 5.275 -0.194  0.377
H: -3.482 6.056 0.644  0.382
H: -1.504 4.561 0.510  0.441
I: -0.909 -4.780 2.902  0.100
C: -1.016 -3.068 1.759  -0.949
C: -2.105 -2.236 1.598  -0.026
N: -1.722 -1.262 0.766  0.038
N: -0.449 -1.412 0.385  0.205
C: -0.001 -2.511 0.977  -0.443
H: -3.094 -2.274 2.021  0.479
H: -2.203 -0.452 0.370  0.209
H: 1.011 -2.844 0.815  0.724
C: 1.109 -5.694 -1.505  -1.089
C: 1.383 -4.210 -1.576  0.667
N: 2.532 -3.784 -1.001  -0.314
O: 0.596 -3.427 -2.084  -0.571
H: 2.019 -6.286 -1.605  0.358
H: 0.404 -5.962 -2.287  0.314
H: 0.658 -5.919 -0.536  0.223
H: 3.192 -4.427 -0.604  0.149
H: 2.676 -2.779 -0.927  0.306

Orbital gap: 7.75 eV
2S+1: 1
LUMO energy: 0.341 eV

***

Entry 5:
Formula: C17H20N2O5PdS4
Source: the Open Molecules 2025 dataset
Level of theory: ωB97M-V with the def2-TZVPD basis set

Each line ends with the Mulliken charge.
Element x y z (Å)
Pd: -0.562 -0.304 -0.270  0.176
C: 2.521 -3.994 1.191  -0.449
C: 2.884 -3.423 -0.177  -0.812
S: 2.142 -1.806 -0.538  0.078
C: 2.763 -0.771 0.799  -0.631
C: 1.898 -0.558 2.045  -0.827
S: 0.076 -0.623 1.887  -0.002
C: -0.254 -2.384 2.305  -0.910
C: -0.293 -3.408 1.167  -0.489
S: 0.885 -4.773 1.338  -0.126
H: 2.650 -3.243 1.971  0.139
H: 3.197 -4.817 1.433  0.395
H: 2.524 -4.082 -0.967  0.378
H: 3.969 -3.334 -0.275  0.447
H: 2.928 0.194 0.334  0.168
H: 3.741 -1.144 1.107  0.580
H: 2.112 0.426 2.459  0.489
H: 2.101 -1.298 2.816  0.500
H: -1.222 -2.338 2.798  0.459
H: 0.504 -2.645 3.040  0.732
H: -0.190 -2.941 0.199  0.279
H: -1.258 -3.915 1.189  0.279
O: 2.013 1.687 -2.447  -0.629
S: 1.702 2.232 -1.159  0.971
O: 2.754 2.231 -0.170  -0.763
N: 0.325 1.566 -0.552  -0.023
C: -0.655 2.501 -0.327  0.668
O: -1.753 2.261 0.126  -0.669
C: -0.224 3.864 -0.744  0.118
C: -0.966 5.028 -0.681  -0.558
C: -0.383 6.197 -1.148  -0.504
C: 0.912 6.197 -1.667  -0.500
C: 1.652 5.024 -1.730  -0.644
C: 1.052 3.875 -1.260  0.310
H: -1.971 5.007 -0.279  0.490
H: -0.942 7.124 -1.114  0.388
H: 1.344 7.121 -2.027  0.395
H: 2.658 5.004 -2.130  0.442
O: -1.745 -0.238 -2.076  -0.688
C: -2.614 -0.886 -1.429  0.662
C: -4.092 -1.083 -1.654  -0.446
C: -4.518 -1.860 -0.403  -0.511
C: -3.264 -1.929 0.470  0.052
O: -3.211 -2.321 1.610  -0.569
N: -2.204 -1.465 -0.287  0.006
H: -4.268 -1.611 -2.591  0.280
H: -4.564 -0.103 -1.727  0.294
H: -4.849 -2.875 -0.617  0.264
H: -5.306 -1.365 0.161  0.311

Orbital gap: 7.78 eV
2S+1: 1
LUMO energy: -0.796 eV

***

Entry 6:
Formula: C17H20N4O3
Source: the Open Molecules 2025 dataset
Level of theory: ωB97M-V with the def2-TZVPD basis set

Each line ends with the Mulliken charge.
Element x y z (Å)
C: 3.583 2.775 0.728  -0.855
C: 3.856 1.322 1.085  -0.512
O: 2.437 0.609 1.207  -0.366
C: 2.074 -0.519 0.941  0.305
O: 2.850 -1.278 0.522  -0.699
C: 0.669 -0.730 0.936  1.087
C: -0.263 0.315 1.170  -0.906
C: -1.536 -0.008 1.234  0.739
N: -2.627 1.173 1.421  -0.163
C: -2.391 2.458 0.795  0.143
O: -3.137 3.305 1.318  -0.643
N: -1.476 2.705 -0.518  -0.164
C: -0.728 1.629 -1.084  -0.318
C: -1.427 0.557 -1.576  0.442
C: -0.660 -0.528 -2.157  1.248
C: -1.276 -1.745 -2.627  -1.704
C: 0.557 -0.218 -2.391  -0.415
C: 1.173 1.202 -2.126  -0.857
N: 0.452 1.732 -1.389  -0.066
C: -2.049 -1.100 1.169  0.672
C: -3.475 -1.725 1.280  -1.595
N: -1.227 -2.188 0.891  -0.560
C: 0.201 -2.231 0.789  0.381
C: 1.058 -3.148 0.665  -1.782
H: 2.970 3.441 1.689  0.243
H: 2.762 2.780 -0.180  0.112
H: 4.448 3.049 0.394  0.499
H: 4.342 0.816 0.287  0.332
H: 4.352 1.236 1.980  0.415
H: 0.240 1.217 1.558  0.451
H: -3.431 1.097 1.959  0.225
H: -1.196 3.538 -0.374  0.259
H: -2.515 0.251 -1.444  0.271
H: -1.398 -2.574 -1.805  0.186
H: -0.737 -2.341 -3.404  0.397
H: -2.271 -1.428 -2.995  0.396
H: 1.291 -0.871 -3.208  0.035
H: 2.149 1.354 -2.062  0.523
H: -3.435 -2.629 0.950  0.571
H: -3.887 -1.395 2.295  0.324
H: -4.049 -1.121 0.360  0.218
H: 0.414 -4.148 0.509  0.361
H: 1.450 -3.158 -0.215  0.512
H: 1.864 -3.480 1.422  0.256

SMILES: CCOC(=O)c1cc(NC(=O)Nc2cc(C)ccn2)c(C)nc1C
Orbital gap: 8.80 eV
2S+1: 1
LUMO energy: 0.231 eV

***

Entry 7:
Formula: C17H20N4O5
Source: the Open Molecules 2025 dataset
Level of theory: ωB97M-V with the def2-TZVPD basis set

Each line ends with the Mulliken charge.
Element x y z (Å)
C: -1.259 -2.786 -1.723  -1.142
C: -0.065 -2.408 -0.895  0.431
N: 1.209 -2.400 -1.244  -1.440
N: 1.819 -2.105 -0.189  1.350
C: 1.016 -1.854 0.711  0.206
C: -0.380 -1.964 0.483  0.623
N: -1.597 -1.742 1.305  0.892
O: -2.576 -1.991 0.547  -0.581
O: -1.471 -0.968 2.091  -0.499
C: 1.586 -1.255 2.145  -2.385
H: 0.677 -0.746 2.847  0.157
H: 2.041 -1.901 2.510  1.117
H: 2.212 -0.522 1.903  0.564
C: 3.211 -1.900 -0.211  -0.503
H: 3.480 -2.511 -1.297  0.346
H: 3.603 -2.509 0.728  0.280
C: 3.714 -0.699 -0.265  0.542
O: 4.736 -0.235 0.092  -0.547
O: 2.816 0.358 -0.846  -0.353
C: 2.926 1.699 -0.758  -0.929
H: 3.796 1.912 -0.380  0.796
H: 3.027 2.007 -1.766  0.309
C: 1.748 2.590 -0.330  0.751
O: 1.700 3.732 -0.304  -0.660
N: 0.751 1.921 -0.111  0.256
H: 0.898 0.767 0.110  -0.227
C: -0.496 2.139 0.582  0.696
C: -1.611 1.779 -0.150  0.132
C: -2.915 1.259 0.638  -0.163
C: -3.815 0.600 -0.080  -0.951
C: -3.685 0.412 -1.534  -0.488
C: -2.552 0.603 -2.266  -1.335
C: -1.476 1.320 -1.441  -0.099
H: -0.618 1.410 -2.006  0.519
H: -2.425 0.314 -3.180  0.737
H: -4.444 -0.013 -1.970  0.550
H: -4.732 0.390 0.197  0.661
H: -2.978 1.562 1.832  0.025
C: -0.593 2.305 2.125  -1.520
H: -0.850 1.368 2.542  0.377
H: 0.437 2.559 2.687  0.231
H: -1.523 2.957 2.716  0.292
H: -0.576 3.332 0.297  0.230
H: -2.053 -2.096 -1.903  0.125
H: -0.997 -3.012 -2.840  0.274
H: -1.717 -3.681 -1.398  0.354

Orbital gap: 7.90 eV
2S+1: 1
LUMO energy: -0.426 eV

***

Entry 8:
Formula: C17H20N4O7
Source: the Open Molecules 2025 dataset
Level of theory: ωB97M-V with the def2-TZVPD basis set

Each line ends with the Mulliken charge.
Element x y z (Å)
C: 2.615 3.617 -5.147  -1.404
C: 3.204 2.468 -4.267  0.531
C: 2.602 2.146 -3.042  -0.209
N: 3.116 1.098 -2.291  0.217
C: 2.470 0.659 -1.052  -0.424
C: 1.440 -0.460 -1.362  -1.061
C: 0.108 0.170 -1.034  0.095
O: -0.487 0.622 -2.224  -0.618
C: 0.453 1.300 -0.051  0.314
C: 0.557 0.811 1.410  -1.191
N: -0.688 0.175 1.858  -0.086
C: -0.755 -0.928 2.703  0.236
O: 0.311 -1.344 3.158  -0.630
C: -2.047 -1.453 3.213  0.584
C: -2.269 -2.827 3.343  -0.516
C: -3.627 -3.371 3.771  -0.909
C: -4.803 -2.421 3.444  0.203
N: -6.014 -2.865 4.164  0.817
O: -6.806 -3.585 3.520  -0.552
O: -6.114 -2.593 5.372  -0.503
C: -4.419 -0.997 3.726  -0.670
C: -3.134 -0.538 3.538  -0.426
O: 1.771 1.763 -0.435  -0.543
C: 4.295 0.439 -2.684  0.295
O: 4.854 -0.369 -1.912  -0.680
N: 4.901 0.739 -3.856  -0.010
C: 4.396 1.722 -4.678  0.376
O: 4.952 1.928 -5.748  -0.668
H: 1.819 4.116 -4.590  0.380
H: 3.396 4.319 -5.391  0.324
H: 2.165 3.238 -6.063  0.297
H: 1.741 2.734 -2.714  0.408
H: 3.240 0.277 -0.372  0.546
H: 1.612 -1.279 -0.681  0.297
H: 1.453 -0.790 -2.389  0.469
H: -0.587 -0.553 -0.581  0.443
H: 0.163 1.101 -2.779  0.382
H: -0.285 2.131 -0.093  0.393
H: 0.888 1.650 2.046  0.252
H: 1.348 0.046 1.458  0.355
H: -1.533 0.554 1.476  0.317
H: -1.486 -3.542 3.131  0.451
H: -3.593 -3.607 4.839  0.325
H: -3.800 -4.333 3.232  0.354
H: -5.005 -2.500 2.384  0.297
H: -5.210 -0.300 4.005  0.377
H: -2.998 0.516 3.738  0.485
H: 5.790 0.317 -4.093  0.281

SMILES: Cc1cn([C@@H]2C[C@H](O)[C@@H](CNC(=O)C3=CC[C@@H]([N+](=O)[O-])C=C3)O2)c(=O)[nH]c1=O
Orbital gap: 8.64 eV
2S+1: 1
LUMO energy: -0.438 eV

***

Q: Which calculated total energy values were calculated for the entries above? A: -2878.376775; -1068.583625; -889.148288; -1671.365997; -2866.178386; -1104.075115; -1254.418872; -1405.414170, in hartree.
Q: Which energy above the lowest of the compared OMol25 structures with the same formula, charge and spin values were calculated for the entries above? A: 0.0; 0.0; 1325.3; 11.6; 0.0; 1562.7; 1900.5; 318.6, in kJ/mol.